2 unconnected molecules or ions with the total composition C2H8S3 in a non-equilibrium geometry, computed with wB97M-V/def2-TZVPD.

Each atom is followed by the atoms it is bonded to, with distances in Å.
Cartesian coordinates (Å):
1 C 2.224 1.903 0.560  S2 1.835, H4 1.086, H5 1.080, H6 1.088
2 S 0.615 1.657 1.409  C1 1.835, C3 1.849
3 C -0.419 2.881 0.486  S2 1.849, H7 1.088, H8 1.084, H9 1.086
4 H 2.910 1.107 0.834  C1 1.086
5 H 1.926 1.967 -0.476  C1 1.080
6 H 2.659 2.814 0.963  C1 1.088
7 H 0.028 3.213 -0.449  C3 1.088
8 H -0.592 3.747 1.115  C3 1.084
9 H -1.308 2.295 0.272  C3 1.086
10 S -1.674 -1.843 -0.295  S11 2.165, H12 1.352
11 S 0.011 -2.309 -1.570  S10 2.165, H13 1.360
12 H -1.109 -2.350 0.824  S10 1.352
13 H 0.066 -0.973 -1.821  S11 1.360

Calculated values
SMILES ... CSC.SS
E ... -1275.5229 a.u.
HOMO level ... -8.455 eV
Gap between HOMO and LUMO ... 8.510 eV

Mulliken population analysis, charges in e, atoms 1 to 6: C -0.76; S -0.07; C -0.78; H 0.30; H 0.23; H 0.28